120
Properties=species:S:1:pos:R:3 method="wB97M-V/def2-TZVPD" relative_energy_ev=0.000 smiles="C[C@H]1COC(=O)O1.C[C@H]1COC(=O)O1.C[C@H]1COC(=O)O1.C[C@H]1COC(=O)O1.c1ccncc1.c1ccncc1.c1ccncc1.c1ccncc1.CC#N.CC#N.CC#N.CC#N" homo_lumo_gap_ev=9.44 e_tot_ha=-3051.11391 e_lumo_ev=0.02 e_homo_ev=-9.411
C -0.334 -4.794 4.594
C -0.085 -3.355 4.137
C -0.854 -2.976 2.893
O -1.752 -1.989 3.302
C -1.559 -1.653 4.592
O -2.068 -0.718 5.188
O -0.561 -2.440 5.081
H 0.251 -5.026 5.484
H 0.008 -5.407 3.760
H -1.348 -5.136 4.802
H 0.952 -3.152 3.869
H -1.315 -3.854 2.441
H -0.126 -2.591 2.179
C 5.795 2.469 1.237
C 4.780 1.632 0.503
C 3.593 2.470 0.003
O 3.487 2.055 -1.342
C 4.612 1.479 -1.752
O 4.808 1.085 -2.888
O 5.476 1.236 -0.691
H 6.746 1.985 1.459
H 5.318 2.897 2.119
H 6.038 3.380 0.691
H 4.395 0.790 1.077
H 3.844 3.529 0.068
H 2.715 2.309 0.629
C 0.985 4.170 1.900
C 1.135 5.714 2.128
C 1.993 6.572 1.146
O 1.146 7.482 0.572
C -0.092 7.352 1.075
O -1.061 8.025 0.708
O -0.120 6.356 1.997
H 0.216 3.777 2.566
H 1.881 3.650 2.238
H 0.724 3.899 0.877
H 1.583 5.855 3.112
H 2.379 5.887 0.391
H 2.757 7.167 1.645
C -3.449 -4.230 0.230
C -4.806 -3.820 0.875
C -4.793 -2.527 1.689
O -5.751 -1.716 1.097
C -6.368 -2.350 0.119
O -7.351 -1.889 -0.379
O -5.699 -3.446 -0.183
H -2.652 -4.556 0.898
H -3.065 -3.385 -0.342
H -3.637 -5.001 -0.518
H -5.326 -4.608 1.419
H -3.830 -2.020 1.631
H -5.095 -2.772 2.707
C 1.157 0.635 4.046
C 2.481 1.108 3.685
N 3.550 1.516 3.460
H 0.472 1.393 3.666
H 0.973 0.577 5.118
H 0.946 -0.345 3.618
C -2.818 4.662 1.592
C -3.358 3.278 1.463
N -3.844 2.229 1.421
H -2.544 5.143 0.653
H -1.949 4.621 2.248
H -3.528 5.375 2.011
C 3.651 -3.571 0.267
C 3.240 -2.719 1.365
N 2.987 -2.010 2.227
H 4.108 -4.443 0.735
H 4.323 -3.026 -0.396
H 2.763 -3.841 -0.305
C 4.579 -1.721 -4.610
C 3.793 -1.837 -3.416
N 3.140 -1.937 -2.399
H 4.966 -2.686 -4.936
H 5.490 -1.167 -4.380
H 4.031 -1.205 -5.398
N -0.955 3.706 -1.355
C -0.271 2.775 -2.024
C 0.895 3.117 -2.772
C 1.257 4.453 -2.842
C 0.523 5.420 -2.173
C -0.622 5.042 -1.517
H -0.617 1.763 -1.875
H 1.318 2.253 -3.263
H 2.195 4.679 -3.327
H 0.783 6.449 -2.373
H -1.215 5.789 -1.011
N -3.736 -1.841 -2.302
C -2.866 -1.889 -3.346
C -2.343 -0.731 -3.978
C -2.868 0.525 -3.556
C -3.778 0.547 -2.486
C -4.255 -0.636 -1.948
H -2.577 -2.907 -3.565
H -1.679 -0.765 -4.830
H -2.540 1.442 -4.023
H -4.177 1.499 -2.167
H -4.926 -0.524 -1.109
N 0.740 0.756 0.688
C 1.306 -0.275 0.025
C 0.472 -1.314 -0.521
C -0.885 -1.293 -0.204
C -1.436 -0.207 0.460
C -0.583 0.805 0.941
H 2.382 -0.237 -0.057
H 0.989 -2.072 -1.090
H -1.524 -2.134 -0.429
H -2.472 -0.296 0.751
H -0.951 1.552 1.629
N -0.924 -4.820 -5.131
C 0.163 -4.219 -4.501
C 0.301 -4.281 -3.139
C -0.682 -4.936 -2.390
C -1.803 -5.454 -3.047
C -1.840 -5.451 -4.424
H 0.792 -3.576 -5.098
H 1.158 -3.837 -2.654
H -0.604 -4.903 -1.314
H -2.580 -5.941 -2.478
H -2.691 -5.874 -4.939